1.
Density functional theory data (the ωB97M-V functional and the def2-TZVPD basis) for a molecular structure, C22H32BNO7PdSSe2Si at a distorted geometry.

Summary:
* LUMO level: 0.3365 eV
* total charge: 0
* energy relative to the best compared isomer or geometry (same formula, charge and spin): 0.0000 eV
* gap between HOMO and LUMO: 7.76 eV
* 2S+1: 1
* highest occupied orbital energy: -7.42 eV
* molar mass: 757.8 g mol⁻¹

Each line ends with the natural charge from an NBO analysis.
Positions of all 68 atoms, in Å:
Pd -0.19014 0.16246 -1.64507  0.32
C -0.56887 -2.32326 -3.89132  -0.80
Se -1.72136 -1.74271 -2.44083  0.37
C -3.01231 -0.75391 -3.50145  -0.60
C -2.45033 0.39379 -4.32539  -0.58
Se -1.58715 1.83263 -3.32841  0.32
C -3.17826 2.56205 -2.49144  -0.79
H -1.15357 -2.85450 -4.63974  0.22
H 0.15708 -2.99610 -3.43998  0.26
H -0.03250 -1.48079 -4.31958  0.23
H -3.74918 -0.39730 -2.77916  0.23
H -3.51545 -1.46736 -4.15662  0.23
H -3.24627 0.85214 -4.91483  0.23
H -1.68839 0.04332 -5.02265  0.23
H -3.90368 2.87052 -3.24150  0.22
H -2.85422 3.43080 -1.92424  0.23
H -3.60684 1.84067 -1.80220  0.22
C 5.99036 0.61242 2.71478  -0.63
C 5.08913 0.02801 1.66302  0.01
C 5.60776 -0.50053 0.48652  -0.22
C 4.77392 -1.05030 -0.47670  -0.18
C 3.40782 -1.07936 -0.25253  -0.29
C 2.86528 -0.56026 0.91637  -0.22
C 3.70865 -0.00781 1.86220  -0.22
S 2.33243 -1.73558 -1.49143  2.29
O 3.14450 -2.42948 -2.44914  -0.94
O 1.25063 -2.44708 -0.84877  -0.95
N 1.69253 -0.41910 -2.30498  -0.81
C 1.76071 0.83483 -1.86780  -0.27
C 2.31247 3.33712 0.79917  1.03
O 3.39427 3.38284 1.21096  -0.51
O 1.23974 3.26761 0.37292  -0.51
H 6.95681 0.89046 2.29661  0.22
H 6.16815 -0.10920 3.51474  0.22
H 5.54157 1.49865 3.16327  0.22
H 6.67730 -0.47669 0.31756  0.21
H 5.16738 -1.45621 -1.39854  0.24
H 1.79370 -0.58056 1.05967  0.25
H 3.29500 0.40702 2.77492  0.21
H 1.72870 1.62077 -2.61909  0.19
H 2.22891 1.09996 -0.91815  0.18
O -0.42562 -0.43190 1.47613  -0.69
B -1.53415 -0.14094 0.68284  1.26
O -2.35567 -1.25739 0.52968  -0.66
C -1.68499 -2.28107 1.15613  0.22
C -2.03333 -3.60612 1.23601  -0.23
C -1.16571 -4.43649 1.94599  -0.21
C -0.01081 -3.93991 2.53720  -0.21
C 0.33484 -2.59155 2.44270  -0.25
C -0.52856 -1.78652 1.73994  0.29
H -2.93234 -3.97672 0.76360  0.23
H -1.39612 -5.48984 2.03313  0.21
H 0.64345 -4.61319 3.07466  0.22
H 1.24297 -2.20481 2.88317  0.22
C -1.38610 3.25673 2.28703  -1.15
Si -2.63761 2.09144 1.56405  1.90
C -4.06099 3.03912 0.83001  -1.14
C -3.26328 0.91979 2.87959  -1.16
O -1.94452 1.12362 0.36418  -1.07
H -1.84138 3.80954 3.11247  0.24
H -1.02148 3.97280 1.54987  0.25
H -0.52837 2.70475 2.67691  0.24
H -4.59797 3.52714 1.64857  0.24
H -4.76414 2.37830 0.32082  0.24
H -3.75125 3.81484 0.13100  0.24
H -3.76808 1.46156 3.68284  0.24
H -2.44467 0.35422 3.33222  0.25
H -3.97037 0.20260 2.45806  0.25

Cartesian forces (eV/Å) of the 6 atoms listed first:
-0.5015 0.0908 -0.6816
0.0223 -0.0251 -0.0211
0.1711 -0.0945 0.1437
-0.0761 0.1651 -0.0215
-0.0037 -0.0469 -0.0016
0.0294 -0.0742 0.2501

---

2.
Density functional theory data (the ωB97M-V functional and the def2-TZVPD basis) for 2 unconnected molecules or ions with the total composition C22H32BrFN5O2P2 at a distorted geometry.

Summary:
* LUMO level: -2.8001 eV
* total charge: +1
* gap between HOMO and LUMO: 6.63 eV
* 2S+1: 1
* highest occupied orbital energy: -9.43 eV
* molar mass: 559.4 g mol⁻¹

Each line ends with the natural charge from an NBO analysis.
Positions of all 65 atoms, in Å:
C -3.98197 3.63517 -2.27411  -0.67
C -2.40825 3.52918 -2.05540  -0.07
F -2.01658 4.81882 -1.60689  -0.36
P -1.99536 2.16829 -0.78242  1.34
N -0.73891 3.19175 0.00210  -1.16
C -3.05408 2.13234 0.76889  -0.73
C -2.29030 1.78835 2.10575  -0.52
C -2.20045 3.01872 3.10602  0.73
O -3.16455 3.73187 3.18924  -0.53
N -1.01429 3.26365 3.94438  -0.65
C -0.09350 4.03739 3.08340  0.16
C 1.17256 3.45831 2.60230  -0.29
C 1.96772 4.31488 1.72178  -0.20
C 1.54031 5.65453 1.35360  -0.24
C 0.30670 6.22189 1.87297  -0.18
C -0.52510 5.39188 2.74948  -0.23
C -0.59980 0.93607 -1.18896  -0.39
C 0.17592 1.12242 -2.45221  -0.17
C 1.22056 0.11088 -2.61792  -0.24
C 1.50290 -0.96815 -1.69141  0.00
N 0.79867 -1.09483 -0.53513  -0.45
C -0.18268 -0.18387 -0.35168  0.01
P -3.44269 0.74930 -1.79142  0.61
O -3.13978 -0.78775 -1.14966  -0.99
Br -2.92825 0.63428 -4.02208  -0.27
H -4.17879 4.72651 -2.47810  0.25
H -4.53033 3.38970 -1.33443  0.22
H -4.33558 3.08102 -3.17507  0.25
H -1.86767 3.30246 -3.01210  0.21
H -0.09105 3.51030 -0.73405  0.37
H -0.16721 2.50508 0.51421  0.36
H -3.60975 3.11019 0.81816  0.30
H -3.84159 1.34047 0.61942  0.24
H -1.29375 1.30019 1.97242  0.21
H -2.93319 1.03367 2.64753  0.25
H -0.52466 2.36357 4.05259  0.36
H 1.47681 2.42149 2.87416  0.22
H 2.91501 3.88395 1.31803  0.22
H 2.15339 6.27376 0.66274  0.23
H -0.05735 7.25295 1.64931  0.23
H -1.47667 5.77926 3.16869  0.25
H -0.01144 1.94615 -3.16887  0.24
H 1.84301 0.16388 -3.54720  0.22
H 2.31241 -1.69195 -1.94565  0.19
H -0.76096 -0.29807 0.60378  0.19
H -4.01455 -1.14896 -0.92512  0.50
C 0.13085 -4.76356 0.49417  -0.63
C 1.29207 -5.44138 1.19696  -0.21
N 2.37475 -5.76184 0.25974  -0.27
C 3.17836 -4.84776 -0.38546  -0.05
C 4.03916 -5.55758 -1.15870  -0.03
N 3.75324 -6.88882 -0.95295  -0.28
C 2.74537 -6.99189 -0.08750  0.25
C 4.43588 -8.02547 -1.57040  -0.41
H -0.27121 -5.40169 -0.29568  0.22
H -0.66808 -4.54527 1.20276  0.24
H 0.44262 -3.82254 0.03446  0.24
H 0.95936 -6.36629 1.66970  0.22
H 1.70073 -4.79719 1.97742  0.23
H 3.02718 -3.79516 -0.21644  0.26
H 4.82836 -5.27856 -1.83391  0.25
H 2.30823 -7.91146 0.26875  0.25
H 3.70925 -8.61982 -2.12284  0.23
H 4.89235 -8.63274 -0.78987  0.23
H 5.20662 -7.67201 -2.25131  0.24

Cartesian forces (eV/Å) of the 6 atoms listed first:
0.6574 1.0122 -0.1490
-1.4989 0.5149 -0.2202
0.1225 -1.3727 -0.3370
2.8252 0.7611 0.4407
-0.1236 -0.6828 -0.3357
-0.5247 -0.8458 0.0194

---

3.
Density functional theory data (the ωB97M-V functional and the def2-TZVPD basis) for a molecular structure, C22H32CoF2PSbSe2 at a distorted geometry.

Summary:
* <S²>: 3.7637
* LUMO level (alpha / beta): 0.2417 / -0.0421 eV
* total charge: 0
* energy relative to the best compared isomer or geometry (same formula, charge and spin): 0.3496 eV
* gap between HOMO and LUMO (alpha / beta): 7.85 / 8.16 eV
* 2S+1: 4
* highest occupied orbital energy (alpha / beta): -7.61 / -8.20 eV
* molar mass: 704.1 g mol⁻¹

Each line ends with the natural charge from an NBO analysis.
Positions of all 61 atoms, in Å:
Co -0.78579 -1.59548 -0.84819  0.94
Se -2.27572 0.41308 -1.19729  -0.55
P -2.46191 -0.11944 0.91501  0.97
Se -1.58636 -2.05025 1.40546  -0.50
C -4.24816 -0.11155 1.29389  -0.31
C -4.85200 -1.24499 1.82442  -0.21
C -6.22545 -1.26958 2.01987  -0.20
C -6.99635 -0.16644 1.68949  -0.19
C -6.39347 0.96601 1.15759  -0.21
C -5.02601 0.99213 0.94945  -0.21
C -1.60713 1.20334 1.85500  -0.42
C -0.58581 0.88282 2.74248  -0.20
C 0.14934 1.89191 3.35009  -0.21
C -0.13662 3.22031 3.07666  -0.20
C -1.16122 3.54344 2.19751  -0.23
C -1.88818 2.54036 1.57913  -0.13
H -4.24817 -2.10638 2.07667  0.24
H -6.70082 -2.15518 2.42129  0.22
H -8.06838 -0.18839 1.83653  0.22
H -6.99713 1.82357 0.88927  0.22
H -4.56790 1.86049 0.49563  0.22
H -0.36706 -0.15608 2.94992  0.24
H 0.94900 1.64091 4.03566  0.22
H 0.44320 4.00792 3.54128  0.22
H -1.38276 4.57992 1.97732  0.22
H -2.65046 2.79543 0.85574  0.21
F -2.01847 -4.03726 -1.34931  -0.39
C -1.45869 -3.02033 -2.12809  0.12
F -0.44825 -3.64438 -2.87706  -0.41
H -2.22748 -2.75142 -2.86170  0.11
C 2.81385 -1.30469 1.55556  -0.63
C 2.75764 -0.09900 0.62249  -0.49
C 4.14352 0.43168 0.27879  -0.63
Sb 1.53107 -0.59595 -1.12253  0.97
C 1.38403 1.36717 -2.10408  -0.48
C 1.15654 2.41131 -1.01544  -0.64
C 2.53807 1.73981 -3.02705  -0.62
C 2.71095 -1.93014 -2.40515  -0.48
C 2.62379 -3.32547 -1.79196  -0.63
C 4.15577 -1.53617 -2.68572  -0.62
H 3.28620 -1.03130 2.50385  0.21
H 3.40225 -2.11323 1.11672  0.20
H 1.81475 -1.68859 1.77427  0.22
H 2.17787 0.69210 1.10589  0.22
H 4.78449 -0.36241 -0.10461  0.21
H 4.62438 0.83906 1.17345  0.21
H 4.10429 1.22547 -0.46629  0.21
H 0.47045 1.26941 -2.69481  0.22
H 2.04793 2.53733 -0.39579  0.20
H 0.32179 2.13434 -0.36831  0.23
H 0.92155 3.37941 -1.46683  0.21
H 3.44728 1.94857 -2.46231  0.20
H 2.28287 2.64508 -3.58571  0.21
H 2.75638 0.95653 -3.75318  0.21
H 2.13786 -1.91218 -3.33603  0.22
H 3.18328 -3.37743 -0.85486  0.19
H 3.05598 -4.06144 -2.47538  0.22
H 1.59251 -3.62132 -1.60001  0.24
H 4.77651 -1.67173 -1.79923  0.20
H 4.25892 -0.50513 -3.02193  0.21
H 4.56143 -2.18558 -3.46750  0.21

Cartesian forces (eV/Å) of the 6 atoms listed first:
-0.7189 -0.2915 -0.5862
-0.0079 -0.0750 0.2851
-0.1938 0.2796 -0.0093
-0.1319 0.1543 0.2282
0.1983 -0.0791 0.0816
0.0308 0.0619 0.0962